Molecular formula: C43H43N10O3PRuS
Method: DFT, ωB97M-V/def2-TZVPD

Positions of all 102 atoms, in Å:
N 0.954 0.715 3.097
C 2.906 1.779 -4.311
H 0.711 -6.958 0.733
N 2.515 -3.717 1.577
H 3.225 -5.093 3.064
C 0.764 3.882 -1.229
C -0.273 0.361 2.926
C 1.267 5.287 -1.465
H 7.080 1.305 1.931
N 1.622 0.857 0.776
C -3.248 4.564 1.644
P -1.422 2.497 -0.790
H 1.599 -4.334 3.383
N -1.665 -0.837 -0.812
H -4.626 0.517 5.873
C 1.887 0.756 2.123
C 0.560 0.653 -5.404
H 0.849 -6.513 2.447
H -2.511 -3.127 -4.176
C -1.658 -1.305 -2.103
C -1.816 3.699 -4.000
C -3.916 -4.170 -2.958
C -2.662 3.205 1.368
C 2.774 1.022 0.089
H 2.334 5.181 -1.659
N -2.938 -1.225 1.212
O -0.659 3.952 -0.909
C 2.597 1.947 -5.648
H -3.264 2.475 1.883
C 5.260 1.168 0.889
C -2.515 -0.097 3.366
C -2.969 -3.218 -3.214
C 2.598 -4.172 2.959
H -2.578 1.353 6.933
H 2.193 -6.215 1.343
H 3.824 2.192 -3.874
H -1.149 -3.901 0.632
H 3.644 0.626 4.456
C 3.593 -2.892 1.080
C 1.112 -6.225 1.440
C 5.447 0.991 3.293
S 0.998 -2.752 -0.433
H 3.546 -1.866 1.445
H -4.685 -3.484 0.289
C -2.675 2.955 -3.031
H -0.896 -5.309 -0.433
Ru -0.098 0.216 -0.046
H 3.285 2.439 -6.328
C -4.183 -3.449 -0.687
C -1.349 0.418 3.952
H -0.412 1.434 5.567
C -0.792 -4.919 0.600
C 0.154 -0.155 -2.981
C -4.518 -4.308 -1.685
C -3.705 0.466 5.359
H 1.252 3.357 -0.406
C 4.069 0.810 3.450
N 0.873 0.051 -1.827
N -0.834 -0.129 1.772
H -1.114 4.394 -3.530
H -4.518 -0.580 3.645
C -2.610 -2.362 -2.164
C 3.302 0.893 2.323
H 0.832 5.815 -2.314
H -3.396 2.327 -3.563
N -0.951 -0.818 -3.140
H 1.123 5.885 -0.595
C 3.884 1.045 1.028
O -2.747 2.924 -0.060
C -2.605 -1.488 -0.051
H -3.274 3.658 -2.396
C -2.528 0.952 5.927
H -4.270 -4.837 -3.757
H 0.902 3.312 -2.142
H -4.262 4.621 1.334
H -2.719 5.335 1.100
C -3.234 -2.447 -0.904
H 3.072 -3.367 3.511
N 0.577 -4.913 1.077
H 5.672 1.249 -0.116
C 6.011 1.169 2.051
C 2.007 0.793 -2.107
H -0.360 0.194 -5.754
H -1.275 2.958 -4.611
C 2.014 1.086 -3.544
H 3.500 -2.863 -0.004
C 0.860 0.545 -4.073
C 1.385 -3.832 0.843
H 1.269 1.494 -7.239
H -3.210 4.795 2.684
C 1.447 1.356 -6.184
H 6.110 0.906 4.104
N 2.916 1.168 -1.251
C -2.143 -0.520 2.002
O -1.909 2.035 -2.223
C -1.325 0.955 5.206
H 4.528 -3.317 1.416
C -3.689 -0.092 4.083
H -1.342 -5.552 1.280
H -1.608 3.154 1.729
H -5.265 -5.076 -1.529
H -2.530 4.283 -4.636

Values from the calculation:
* total charge: +1
* spin multiplicity: 6

=====

Molecular formula: C43H44BF3O4
Method: DFT, ωB97M-V/def2-TZVPD

Positions of all 95 atoms, in Å:
H -4.396 -0.333 9.444
H -1.648 4.018 1.570
H 0.719 -2.319 5.212
H -3.788 3.897 2.938
C -1.452 -0.832 4.535
O -6.356 3.680 9.851
H -8.928 -1.611 4.758
F 5.378 1.755 3.217
C -5.848 -2.486 3.560
H 0.974 1.610 4.998
H -2.238 -4.988 5.817
C 2.709 1.473 3.733
C 2.385 0.418 1.595
C -0.781 -5.516 7.322
O -1.844 0.209 2.243
C -4.143 0.863 2.474
C 0.522 0.621 3.125
H -7.931 4.636 8.816
C -2.158 2.454 3.005
H -5.216 1.592 10.772
H -0.460 2.690 1.646
H -6.775 -2.664 0.941
H -8.380 -3.459 0.761
H 0.063 -3.566 9.997
C 1.037 0.192 1.906
C -7.526 -3.310 1.424
H 2.762 0.102 0.628
C -6.939 4.854 9.240
H -1.647 -4.080 1.205
C -4.960 0.460 8.953
H -0.575 -6.493 6.882
H -4.890 1.611 2.175
C 4.674 1.191 2.198
H 0.411 -0.331 1.177
C -0.123 -5.115 8.498
F 5.241 -0.028 1.930
H -3.987 -1.915 4.401
C -3.199 3.341 3.676
C -2.069 -3.436 7.317
H 3.339 1.980 4.453
C -3.139 -2.660 6.732
H 0.645 -4.933 1.764
C -5.628 -1.275 5.680
H -4.408 -0.089 1.998
C 0.168 -4.176 2.396
C -5.275 0.340 7.575
C -1.109 -3.691 2.075
C -7.050 -1.189 5.727
C -2.732 1.582 0.550
C -4.809 -0.800 6.792
C -6.067 1.363 6.994
C 0.814 -3.688 3.542
C -2.742 1.285 2.042
H -2.996 -0.915 7.934
H -7.073 -4.279 1.687
C -0.995 -2.092 3.918
H -6.282 5.271 8.462
H -0.538 3.889 2.949
H -1.737 1.886 0.210
C -5.409 1.525 9.703
C -6.454 2.488 7.707
H -3.455 2.364 0.294
H 1.798 -4.074 3.820
C 1.356 1.258 4.035
C -0.427 -3.872 9.070
C -3.593 -1.433 7.179
H -4.186 0.731 3.564
C -7.844 -1.687 4.721
H -7.017 3.286 7.213
H -5.372 -3.068 2.763
B -1.103 0.492 3.447
C -1.690 -2.673 2.834
H -1.638 -2.085 8.966
H -3.006 0.671 0.004
H -2.668 -2.276 2.551
O -8.092 -2.674 2.594
C -1.386 -3.035 8.494
C -6.107 2.588 9.078
C -5.067 -1.884 4.534
C -1.728 -4.685 6.735
H 0.622 -5.769 8.959
C -7.253 -2.320 3.603
H -3.714 -3.184 5.969
C 3.214 1.034 2.521
H -2.534 -0.766 4.664
C 0.219 -2.691 4.316
H -3.869 2.749 4.311
F 4.866 1.973 1.092
C -1.143 3.311 2.241
H -0.955 -0.610 5.482
H -7.032 5.559 10.068
H -6.391 1.285 5.955
H -7.539 -0.727 6.584
H -2.691 4.067 4.322
O -1.512 1.741 4.044

Values from the calculation:
* total charge: 0

=====

Molecular formula: C43H44N3Si
Method: DFT, ωB97M-V/def2-TZVPD

Positions of all 91 atoms, in Å:
H -4.624 0.993 -0.972
N 2.364 0.951 -4.079
H 3.778 -6.107 1.564
H 2.105 -0.671 3.926
C -1.242 0.031 -3.650
H -3.615 3.493 -4.335
C 2.609 1.979 -5.089
C 0.281 -1.440 -2.450
C -2.780 2.130 -0.795
H 4.184 -3.304 -2.576
C -4.222 2.165 -2.754
C 4.187 -5.577 0.694
H -4.879 3.113 0.528
C -1.991 3.145 -1.358
H 3.277 2.733 -4.664
C 3.300 0.446 -3.230
C 0.199 1.536 2.072
H -2.304 -0.608 2.757
C -1.058 2.153 2.000
H 5.540 -3.972 -1.604
C 2.472 -1.189 1.876
C -4.014 1.341 3.294
H 5.281 -5.531 0.822
H 2.991 -4.869 3.224
C -5.922 3.177 2.432
C -3.393 3.118 -3.341
C 3.729 -3.477 -0.592
C -1.923 -0.345 0.632
C -1.798 -2.477 1.801
H 1.760 3.615 4.297
H -1.165 3.570 -0.781
H 3.039 1.572 -6.020
H 1.670 2.475 -5.362
N -0.558 -0.935 0.453
C 1.217 2.056 2.876
C -3.949 1.808 1.978
C 2.447 -2.790 3.707
H -1.299 -2.676 2.767
H -1.888 -1.600 -2.400
H -0.322 1.570 -4.899
C -5.026 1.753 4.169
H 0.058 -3.036 0.790
H -0.554 4.577 4.341
C 1.122 0.369 -3.822
H -0.139 -0.663 -0.434
C -2.508 -1.110 1.808
C -1.320 3.256 2.830
C 0.967 3.176 3.681
H 0.362 0.620 1.510
H -2.283 0.339 -3.819
H 5.198 0.324 -4.155
H -6.669 3.919 2.129
H 2.316 -2.965 4.772
C -0.317 3.743 3.680
H -5.067 1.347 5.184
H -2.565 -3.246 1.636
H -1.732 4.449 -3.036
H -5.108 1.804 -3.268
H 4.108 -4.993 -1.979
C 2.309 -1.483 3.229
H -2.316 3.712 2.832
H 2.530 -0.176 1.481
H 3.866 -0.226 -0.619
C 3.111 -2.207 -0.392
C -1.026 -1.062 -2.802
C -3.934 1.686 -1.471
H -3.591 -1.151 1.727
H -6.747 3.037 4.451
C 2.713 -2.234 1.007
H 2.205 1.594 2.884
H -3.267 0.670 3.706
H 0.511 -2.332 -1.866
H 4.917 1.901 -3.349
C -5.979 2.686 3.749
C -2.316 3.632 -2.626
C 4.715 0.822 -3.297
C 2.972 -3.524 1.526
H 5.172 0.418 -2.383
C -4.929 2.730 1.549
C 3.140 -0.953 -1.084
C -0.163 0.726 -4.227
N 3.620 -4.245 0.531
C 4.446 -3.974 -1.757
H -1.308 -2.703 -0.291
C -0.803 -2.381 0.623
C 2.829 -3.851 2.866
H -2.553 -0.534 -0.275
C 1.334 -0.637 -2.855
Si -2.409 1.457 0.924
H 3.939 -6.152 -0.204
C 2.687 -0.511 -2.353

Values from the calculation:
* total charge: +1

=====

Molecular formula: C43H44N4O5PS6Tc
Method: DFT, ωB97M-V/def2-TZVPD

Positions of all 104 atoms, in Å:
H 0.889 -1.187 5.421
C 4.868 -1.388 0.947
C 4.846 0.334 -0.722
H 3.308 -2.164 -1.228
C 1.717 3.003 -5.044
N -3.668 2.450 -1.203
H -3.580 5.625 0.846
H 0.718 -2.016 -2.773
O 0.019 0.868 2.047
C 2.329 -2.600 -1.436
H 1.352 1.608 -1.976
C -4.371 -0.285 0.937
N -6.174 -1.800 -1.664
C 1.861 -0.498 -4.705
H -4.875 4.462 1.157
C -3.314 1.914 -2.519
H -4.328 4.774 -0.509
H 2.643 3.638 -1.355
O -0.342 0.182 -3.366
H 4.422 1.244 -1.134
H -5.471 1.418 -1.199
C 1.669 2.318 -2.728
C 4.909 4.110 1.673
C 2.385 3.457 -2.387
H 1.394 -4.256 1.804
S 0.439 0.638 -4.554
C 1.349 2.099 -4.057
H 6.331 -2.928 0.681
C -1.406 -5.069 -0.734
C 2.817 -0.004 2.876
C 2.465 -0.930 -3.367
C 4.323 -0.201 0.459
H -2.401 2.380 -2.880
S 1.298 -2.139 -0.005
H 4.474 -1.835 1.850
C 5.918 -2.011 0.284
H -1.656 -6.893 0.361
Tc -1.213 -0.061 0.523
C 4.638 2.771 1.426
C 3.875 4.996 1.938
N -2.975 3.657 0.647
H -5.659 3.164 -1.401
S -3.073 0.336 1.830
O -0.829 -0.174 4.114
H -1.501 2.947 1.984
C 6.444 -1.456 -0.873
H 1.265 2.853 1.684
N -6.733 0.131 1.889
C 1.692 -0.440 3.583
H 5.457 2.091 1.227
C -2.107 3.829 1.811
S -1.118 2.096 -0.477
H 1.495 -1.354 -5.274
C 2.563 4.542 1.950
H 3.081 -1.231 6.566
C -4.182 -0.919 -0.280
H 5.088 -0.378 5.382
H 7.270 -1.936 -1.380
H -2.198 -5.288 -1.436
C 3.011 -0.889 5.544
H 4.909 0.396 3.067
C -5.095 2.390 -0.880
C 0.310 -3.616 0.063
C 5.905 -0.278 -1.374
C 0.623 -4.502 1.084
H 4.092 6.038 2.133
C 1.786 -0.883 4.901
H 1.440 2.823 -6.076
H -5.249 2.481 0.192
C -1.097 -5.971 0.276
H 3.325 5.248 -3.098
C -4.013 4.679 0.525
H -2.740 4.008 2.680
P 2.804 0.581 1.120
H 1.753 5.230 2.158
C -5.296 -1.404 -1.037
H -3.162 0.835 -2.495
H 1.977 -3.017 -3.500
C 4.026 0.024 3.571
H -0.924 -3.181 -1.641
C 2.769 4.360 -3.369
C -0.082 -5.692 1.180
S 0.029 -0.306 2.980
H 0.150 -6.392 1.972
H 5.933 4.460 1.663
C 4.131 -0.414 4.880
C 2.436 4.135 -4.696
H 2.726 4.846 -5.458
O 0.392 -1.020 -0.514
C -0.697 -3.883 -0.849
H 2.395 -0.129 -2.630
S -2.645 -1.051 -0.983
C -2.731 2.765 -0.309
H 3.533 -1.120 -3.508
H 6.307 0.164 -2.277
C 1.793 -2.186 -2.815
C 2.289 3.209 1.690
H -1.451 4.689 1.661
O -0.353 -1.444 2.078
H 2.413 -3.683 -1.341
C 3.326 2.309 1.434
C -5.689 -0.084 1.461
H -4.133 2.152 -3.196
H 2.581 0.040 -5.322

Values from the calculation:
* total charge: +1
* spin multiplicity: 2

=====

Molecular formula: C43H45AsCsF10N3OS2Te
Method: DFT, ωB97M-V/def2-TZVPD

Positions of all 107 atoms, in Å:
C 1.228 1.985 5.239
H -0.987 -0.251 3.173
F 4.287 0.773 1.139
C -4.143 -4.985 2.947
C -2.331 4.882 -0.050
H -4.844 3.250 -4.590
C 0.217 -2.424 4.869
O -1.343 -2.423 0.764
C -0.111 -2.236 3.392
H -2.030 -1.392 4.026
C 1.407 0.694 -3.960
H -1.032 4.328 3.536
C -5.031 -0.611 -0.232
C 6.627 -0.254 -1.407
H 2.797 -3.432 2.134
C -3.014 -3.969 2.798
H -4.161 -2.796 1.378
C -3.385 2.836 -3.073
H 2.679 -3.872 -2.904
H 0.433 -1.463 5.343
H -1.162 5.423 -4.873
H 0.642 -1.887 -3.871
N 3.585 -1.812 1.101
F 1.431 2.591 -2.507
C 1.294 -1.532 -3.064
H 1.073 -2.575 0.682
Te 2.489 0.786 4.013
C -2.849 1.100 -0.579
C -2.525 5.872 0.907
C 4.930 -0.048 0.276
H 4.194 -0.710 5.463
C -1.178 3.479 1.573
H 0.536 -1.517 -1.046
H 2.543 -0.994 6.058
C 4.564 -1.439 0.290
F 6.125 1.847 -0.458
S -2.210 -1.559 1.643
C -2.987 -0.043 -1.363
H 1.093 -3.062 4.999
H -4.927 -4.619 3.616
H -5.628 0.741 1.329
H 0.055 -2.938 -1.945
H 3.418 0.497 6.512
C 3.082 -3.168 1.104
Cs 1.475 0.397 -0.079
H -4.088 -2.065 2.985
C 0.901 -2.253 -1.757
H -4.024 2.114 -2.581
C 6.356 -1.607 -1.421
C 5.392 -2.175 -0.611
H -2.194 6.425 2.956
H 2.313 -1.849 -3.325
H -2.709 5.032 -1.055
H 3.203 -4.655 -1.417
H 0.609 2.570 4.561
C 5.885 0.521 -0.531
C 1.489 2.112 -3.776
C -3.855 3.484 -4.212
H 0.588 1.343 5.844
C 1.687 1.290 -6.355
C -3.518 -2.643 2.252
H -2.528 -3.814 3.765
H -4.605 -5.193 1.980
H -3.042 6.788 0.648
As -1.293 2.239 -0.966
H -0.289 -3.193 2.900
H 3.794 -3.935 0.783
C -1.334 4.051 -3.238
H -3.428 4.914 -5.759
H -3.777 -5.932 3.351
C 1.731 2.643 -6.104
C 2.370 -4.138 -1.892
H -0.346 4.287 -2.868
H 1.514 -4.838 -1.965
H 0.758 -1.800 2.895
H -3.697 2.249 1.020
C 1.543 0.359 -5.342
H -2.230 -0.280 -2.105
F 1.852 3.554 -7.104
H -4.165 -1.779 -1.815
F 5.269 -3.529 -0.714
F 1.785 0.862 -7.635
C 3.250 -0.236 5.725
C -2.048 5.664 2.196
N 2.019 -2.959 -1.133
C -3.806 1.373 0.392
C -2.113 3.103 -2.571
H 1.358 -4.282 0.401
H -0.621 -2.882 5.406
F 7.069 -2.404 -2.251
F 1.719 4.351 -4.475
H -5.880 -1.272 -0.095
C -3.065 4.418 -4.867
C 1.642 3.036 -4.778
C -4.077 -0.891 -1.200
C -4.890 0.520 0.567
C -1.390 4.488 2.525
C -1.667 3.705 0.271
C 1.802 -3.276 0.276
C -1.305 -1.298 3.212
S -0.375 1.962 1.945
F 7.567 0.293 -2.219
H 1.836 2.627 5.874
N 1.239 -0.081 -2.895
H -2.250 -4.348 2.117
F 1.541 -0.943 -5.746
C -1.800 4.705 -4.370

Values from the calculation:
* total charge: -2

=====

no.,DFT total energy (a.u.)
1,-3272.02741
2,-2290.35788
3,-2118.47087
4,-5071.25274
5,-6223.95137